1.
The following is a DFT calculation (ωB97M-V with the def2-TZVPD basis set) of C38H35N9O4ScTe as an isolated structure.

Calculated values
HOMO level: -10.663 eV
Relative energy (zero: lowest compared OMol25 entry of this formula, charge and spin): 0.00 kcal/mol
Maximum force: 0.5 eV/A

Geometry as ORCA input:
```
! RIJCOSX wB97M-V def2-TZVPD def2/J DEFGRID3
* xyz 1 1
C 3.5635 -4.6547 -1.1620
C 0.6996 -4.4393 3.5748
H 4.7311 1.8962 -0.2805
N -1.2001 0.5244 -2.3461
C 4.6164 -0.1408 -0.9537
C 7.1372 0.2804 -2.0313
N -5.0242 -3.8156 -1.6660
O 0.0320 -2.1748 3.4655
H 3.1592 -0.5809 -3.5946
C -4.0131 -3.0242 -1.3061
H 0.3483 -0.0166 2.6310
H -0.9967 -2.1385 1.6182
C -3.0702 0.1198 -3.7862
H 7.0269 -1.7583 -2.6863
C 1.4187 -5.4456 2.9354
H 5.6824 -3.0815 4.2380
C -2.2601 -0.2050 -2.7087
C -0.9658 1.6514 -3.0170
C -1.7196 2.0545 -4.1071
H 1.7417 0.6405 2.0499
C 2.1982 -0.1155 -3.3729
C 0.8689 -3.0211 3.1846
H -0.1700 2.2816 -2.6473
H 5.3138 -0.9821 1.1473
H 5.1113 -4.5608 -4.1704
C -0.2411 -4.7635 4.5538
C 2.3216 0.8382 -2.1888
C 4.5030 -4.9280 -2.1440
H 6.9798 2.2661 -1.2324
C 1.1920 -6.7730 3.2642
C -2.7798 1.2626 -4.5117
H 1.8701 0.4157 -4.2650
C 2.0193 -1.8326 1.3009
C 5.2341 1.0988 -0.8145
C 0.2609 -7.0905 4.2418
C -2.6191 -1.3436 -1.8210
N -3.6259 -2.0871 -2.2040
C 3.2117 -1.2267 0.8293
C 2.5195 -3.7745 -1.4168
H 5.3173 -5.6106 -1.9397
H 1.7402 -7.5574 2.7607
C 3.3181 -2.8132 3.1109
C 3.3519 -3.4551 -3.6545
N 0.2238 1.9313 2.0738
H 1.5252 1.5805 -2.2085
C -2.4305 -2.4138 0.1721
Sc 0.0219 -0.2335 -0.3397
N -1.8914 -2.5373 1.3774
N -1.9350 -1.4573 -0.6699
C 4.4976 -2.2425 2.6528
H -3.9141 -0.5103 -4.0188
O -1.3895 3.3127 1.2516
H -5.3726 -4.5031 -1.0222
C 5.8055 -2.4507 3.3586
H -0.7882 -3.9685 5.0422
H 1.7847 -3.5618 -0.6521
C -0.4515 -6.0878 4.8904
H -1.4769 2.9780 -4.6123
H 3.3351 -3.4235 4.0078
C -0.7143 2.3250 1.1200
Te 0.8815 -1.7873 -3.0785
H 4.8008 -2.1473 -1.6914
C 3.2597 -0.3782 -0.3709
C 4.4125 -1.4500 1.5185
N 2.2072 0.1349 -0.9118
H -1.1687 -6.3440 5.6582
H 2.1470 -5.1888 2.1771
H 6.5387 -2.9282 2.7071
H 6.2283 -1.5012 3.6884
C 4.3931 -4.3336 -3.3940
O -0.7446 1.5105 0.0837
H -5.4771 -3.6699 -2.5499
C 2.1019 -2.5960 2.4766
H 3.6431 -5.1246 -0.1899
H 0.0887 -8.1260 4.5032
H 3.2638 -3.0061 -4.6365
H -2.2541 -3.2508 1.9874
H -3.3902 1.5457 -5.3579
O 0.8746 -1.7367 0.6446
N -3.4645 -3.2035 -0.1121
C 6.4966 1.3057 -1.3495
H 8.1192 0.4447 -2.4535
N 0.7328 0.6340 1.9433
H 0.1075 2.3204 2.9973
C 5.2683 -1.1739 -1.6155
C 6.5235 -0.9560 -2.1636
C 2.4201 -3.1595 -2.6594
H 3.2555 1.3942 -2.2739
*
```

---

2.
The following is a DFT calculation (ωB97M-V with the def2-TZVPD basis set) of C38H36As2N4PbS as an isolated structure.

Calculated values
HOMO level: -12.888 eV
Maximum force: 0.4 eV/A

Geometry as ORCA input:
```
! RIJCOSX wB97M-V def2-TZVPD def2/J DEFGRID3
* xyz 2 1
H -2.2908 -1.2048 -4.3206
C -1.3942 -1.8235 -2.4746
S 0.1145 2.5189 2.1686
H 2.5097 -1.3213 -2.3931
C -6.3005 2.5992 0.5880
H -5.4625 0.8568 -0.3694
C -0.4603 5.0016 1.2977
H 0.4147 -4.3108 -2.4269
H -3.9665 -3.0326 -4.3323
C 0.5511 4.0736 1.4578
H 5.3681 -2.6498 0.2582
H 1.4377 -0.1290 4.1464
H 2.3012 -1.5558 3.3508
C -0.1879 6.2654 0.8071
H -0.5582 -1.5282 4.4922
C -2.3211 -1.9228 -3.5098
C 0.6030 1.4571 -2.0000
H -2.4918 5.3396 1.4622
C 1.1866 0.2286 -1.6931
C -5.9876 3.7435 1.2993
H -3.0792 -1.5163 2.2153
H 3.2569 -6.1569 1.1865
H 1.8859 1.9385 -5.0933
C -3.2596 -2.9457 -3.5160
H 2.9413 -0.2353 -4.5517
H 3.3257 -7.1456 -1.0843
C -3.2747 -3.8719 -2.4795
C -1.4072 -2.7420 -1.4281
H 1.3400 7.5959 0.1219
C 3.1982 0.3235 1.4247
H 1.8993 -6.2219 -2.8802
C 2.0382 -0.3731 -2.6158
C -4.6559 4.0287 1.5761
C 4.7629 -1.8123 0.5821
H -0.9862 6.9912 0.6808
C 4.5473 0.2834 1.7446
C 2.6394 -5.7490 0.3960
N -1.8060 4.6097 1.5687
C 2.6751 -6.3037 -0.8795
C 2.1381 5.6679 0.6305
H 2.9837 -2.5817 -0.3223
H 1.7665 -4.2506 1.6537
H -0.6401 -1.0528 -2.5324
As 0.8050 -0.5109 0.0691
H -1.6127 -0.9590 2.6799
C 2.2821 0.2420 -3.8359
C 3.4119 -1.7760 0.2527
C 0.9992 -4.1562 -0.3587
C 1.0322 -4.7109 -1.6328
H 0.4059 3.0370 -3.4433
C 1.8517 4.3913 1.1000
H -3.9969 -4.6792 -2.4806
N -3.9887 2.0264 0.4747
H -2.9468 -0.0166 2.8839
H 4.9873 1.0828 2.3301
H -4.3970 4.9091 2.1519
C 1.6878 1.4622 -4.1411
C -2.3635 -3.7641 -1.4393
H -6.7697 4.4119 1.6398
Pb -2.0091 0.3542 0.0940
H 2.5809 1.1449 1.7711
C 1.1207 6.6016 0.4901
C 2.6339 -0.7049 0.6779
H 2.6422 3.6579 1.2165
H -7.3249 2.3480 0.3459
H -2.3857 -4.4933 -0.6361
H 0.2850 -2.9453 3.6553
H -0.0130 1.9737 -1.2702
C 0.8517 2.0755 -3.2201
C 0.3147 -1.9054 3.9611
C 1.7972 -4.6801 0.6590
C -2.2283 3.3474 1.4094
H 3.1567 5.9295 0.3755
As -0.2485 -2.7723 0.1503
C 5.3313 -0.7833 1.3205
H 6.3864 -0.8104 1.5650
C 1.8738 -5.7866 -1.8888
C -5.2654 1.7643 0.1941
N -1.4520 2.3033 1.4814
C 1.3982 -1.1572 3.7962
N -2.5001 -0.6819 2.2584
C -3.6886 3.1449 1.1372
*
```

---

3.
The following is a DFT calculation (ωB97M-V with the def2-TZVPD basis set) of C38H36AuBrN5O5 as an isolated structure.

Calculated values
HOMO level: -10.806 eV
Relative energy (zero: lowest compared OMol25 entry of this formula, charge and spin): 0.00 kcal/mol
Maximum force: 0.5 eV/A

Geometry as ORCA input:
```
! RIJCOSX wB97M-V def2-TZVPD def2/J DEFGRID3
* xyz 1 1
H 2.5459 4.3093 1.8648
H -6.6255 3.2875 -3.5489
O -5.7320 1.3315 1.2210
C 4.2665 1.5815 1.4845
H 2.2384 -0.8266 1.9203
C 1.7810 3.5383 -3.2504
N -3.8370 -0.2543 -0.5081
C -0.5293 -6.3300 0.8587
C -0.5110 0.1149 2.6885
C -7.4217 2.9136 -1.5912
H -0.9361 -6.0473 1.8226
H -2.6655 -4.6452 0.5235
C 2.3340 2.6847 -2.3185
C -0.3524 2.3957 1.7862
H -1.4749 2.6459 -2.9192
H -0.3923 -3.7697 2.8958
H 1.4993 -8.6371 -0.5528
C -0.8859 -5.6047 -0.2785
C 6.2806 -0.3361 1.1972
H -0.6937 -5.4746 -2.4142
C -0.4440 -2.6913 2.8388
H -0.0275 4.1733 -4.2047
C -1.7170 -3.2315 -0.6167
C 1.5165 1.7912 -1.6029
N 2.2115 0.9312 -0.7376
N 0.4285 -0.0408 0.3829
H -8.3940 3.3302 -1.8177
N 2.5759 -0.1565 1.2463
H 4.3517 4.4802 -2.5910
C -0.3934 -6.0030 -1.5203
C 0.1526 1.7859 -1.8231
C -2.7760 -2.2597 -0.3606
O 3.2187 2.4282 1.6185
H 4.0928 3.9915 2.6783
H 7.0605 -1.0767 1.0925
O -0.5242 1.4597 2.8415
H 4.5018 3.1891 -3.8146
H -3.7501 -2.6854 -0.1233
H 4.0387 4.1987 0.9033
C -0.0349 -0.6403 1.6040
O 3.6588 2.6097 -2.0056
C 3.9461 0.2325 1.2775
H -1.0559 2.2262 0.9715
Au -1.0521 0.4366 -0.9378
O -2.6664 1.3566 -1.6917
C -7.1725 2.4112 -0.3238
C -0.9566 -1.9435 3.8933
C -5.9272 1.8800 -0.0353
C -5.1888 2.3487 -2.2678
C 0.4582 -7.0920 -1.6145
C 1.7107 0.2396 0.2910
H 0.4250 -2.5876 0.8834
C -3.6083 1.1845 -0.6813
H -3.2140 1.6149 0.2637
C -1.8084 -4.4690 -0.1218
N -2.6873 -0.9919 -0.4819
H 3.2144 1.0583 -0.7499
H 7.6332 1.3064 1.4282
C 4.5594 3.4202 -2.7496
H 2.4025 4.2234 -3.8079
C 3.5070 3.8116 1.7753
H 0.6715 2.3932 1.4026
H -1.3440 0.0320 4.6399
H -0.5685 3.3631 2.2328
H -4.4085 2.3104 -3.0148
H 5.8774 2.9933 1.6746
H -7.9263 2.4251 0.4517
C 0.0082 -2.0332 1.7141
C 0.4075 3.5091 -3.4704
C 6.5970 0.9987 1.3849
C 5.6025 1.9598 1.5221
H 0.8254 -7.4013 -2.5839
C 4.9470 -0.7130 1.1338
H -1.3228 -2.4334 4.7856
C -0.9796 -0.5672 3.8161
C -6.4302 2.8903 -2.5623
H 5.5521 3.1835 -2.3788
H 0.6128 -7.9562 1.6541
H -4.8761 1.6081 1.5725
H 4.6693 -1.7471 0.9712
C -0.4076 2.6482 -2.7628
C -4.9303 1.8334 -1.0058
Br -0.3072 -2.6800 -1.7550
C 0.3368 -7.4067 0.7641
H -4.5935 -0.5496 0.0982
C 0.8330 -7.7884 -0.4744
*
```

---

4.
The following is a DFT calculation (ωB97M-V with the def2-TZVPD basis set) of C38H36BrN5O5RuSbSe4 as an isolated structure.

Calculated values
HOMO level (spin up / spin down): -1.435 / -1.410 eV
Relative energy (zero: lowest compared OMol25 entry of this formula, charge and spin): 3.55 kcal/mol
Maximum force: 1.0 eV/A

Geometry as ORCA input:
```
! RIJCOSX wB97M-V def2-TZVPD def2/J DEFGRID3
* xyz -2 2
H -0.7585 -6.3617 -4.4343
C -3.1494 0.2008 0.6595
C -5.6006 -0.8031 -0.4040
N 0.5615 2.9464 0.2408
H 6.1876 2.5646 2.1246
H -6.1004 -2.6591 -2.4596
H 1.9878 -6.6354 -0.6901
H 2.8920 -2.4110 2.8469
C -1.2510 -3.4251 -2.8081
H -3.8961 5.9150 -2.9377
H 1.0695 -6.5095 -2.7812
C 2.4951 -5.6869 -0.8898
C -0.6156 -5.5619 -3.7197
C 3.9343 0.0829 -0.3607
C 6.0334 1.3570 5.2804
C 0.5995 -4.6352 -1.8644
N -0.2502 -0.3616 -0.0711
C 3.3837 -0.5671 0.7367
H 7.6433 1.6397 3.8833
C -0.2436 -3.5015 -1.8534
C -1.9857 3.8678 -4.8660
H 6.6655 0.9397 6.0551
H 4.2317 1.2371 6.4475
C 2.0086 -0.7546 0.8125
C 4.3807 2.4047 3.2703
H 3.5456 1.0457 -2.2402
C 3.8483 2.0418 4.5145
C 2.3023 2.7356 1.8320
Se -1.5547 -0.5709 3.0680
Br 1.1216 1.6560 2.8057
C -4.3996 -1.4210 -0.6759
O -1.9552 2.3152 -0.3716
H 2.4976 -0.7525 3.4001
H -1.7367 3.6708 -5.9011
N 0.0383 -2.5281 -0.9137
H 3.1906 -5.4744 -0.0820
H -6.5040 0.8210 0.6667
Se -4.2796 0.4904 5.8553
H -5.1719 -4.1641 -2.2746
H 0.9248 -2.6159 -0.4440
C -4.3897 0.8013 0.9324
C 5.7608 2.2665 3.0766
H -6.5317 -1.1717 -0.8105
H 0.7130 3.6505 -1.6244
O -4.2789 -2.5556 -1.4704
H 4.1661 3.5002 1.4228
N -2.0803 -1.7493 -0.4590
C -1.7465 3.3251 -2.5181
H -1.8952 -2.5573 -2.8395
H 3.0441 -5.7626 -1.8333
H -3.2841 5.5165 -5.3082
Sb -2.1977 1.1073 4.8253
C 2.0874 -1.6818 2.9969
H -6.0390 -3.4710 -0.8773
C -5.4668 -3.2391 -1.7807
C -5.5748 0.3213 0.4195
N 0.0367 3.3913 -0.9077
C -2.8537 4.8962 -4.5299
C -3.1945 -0.9302 -0.1485
C 1.1634 -0.2400 -0.1889
H 5.0060 0.2342 -0.4026
H 2.3671 3.9582 0.0203
H -2.3385 -2.6796 -0.7462
H 4.0241 -0.9190 1.5335
C -2.6689 4.3378 -2.1904
H -0.6736 1.6098 -1.8092
C 3.1203 0.5422 -1.3810
H -4.4066 1.6610 1.5856
C 3.5932 2.9265 2.1482
H 1.0895 0.7504 -2.0625
H 2.7989 2.1772 4.7345
C 0.4178 -5.6474 -2.7844
Se -0.4144 1.5438 6.3917
C 4.6722 1.5183 5.4991
C -1.4384 -4.4550 -3.7259
C -1.4422 3.0914 -3.8461
H 1.3480 -2.0703 3.6921
C -1.1052 2.5407 -1.3891
O 1.3858 -1.4395 1.7924
H -0.7567 2.2828 -4.0838
H -2.7314 3.7289 -0.4125
C -3.1991 5.1314 -3.2070
O 1.5835 -4.6141 -0.9149
C -0.7688 -1.4791 -0.4645
C 1.7302 3.2904 0.6094
C 1.7435 0.3781 -1.2843
O -3.0525 4.5360 -0.9266
Ru -1.4153 1.0285 1.3087
C 6.5798 1.7445 4.0640
Se -2.3399 2.7129 2.8692
H -2.2372 -4.3699 -4.4512
*
```

---

5.
The following is a DFT calculation (ωB97M-V with the def2-TZVPD basis set) of C38H36CoN8O5 as an isolated structure.

Calculated values
HOMO level (spin up / spin down): -6.943 / -7.286 eV
Maximum force: 0.6 eV/A

Geometry as ORCA input:
```
! RIJCOSX wB97M-V def2-TZVPD def2/J DEFGRID3
* xyz 0 4
H 0.7651 -6.9115 0.9272
C 0.6601 -4.4730 -1.0644
H 0.5881 3.2487 0.5676
H -2.4895 1.9607 0.2522
C 3.7804 1.8058 1.7277
O -2.5501 2.9783 -1.6760
H -6.2967 0.9285 0.9952
C 0.2580 -0.9890 -4.1677
H 1.7001 1.4835 -3.9028
C 0.5784 -1.3202 4.7230
C -5.7594 1.4141 0.1753
H 1.8935 1.1887 2.5569
H 4.2739 1.8779 2.6856
Co 0.3659 -1.4349 0.2792
H 3.2872 0.9888 -3.2807
H 1.9497 -0.9465 -5.4941
C 2.4939 1.5786 -0.7348
H -1.8712 7.0045 1.6033
C -0.5303 1.5917 0.3188
H -0.0967 -1.1327 5.5452
C -3.1972 5.0837 -0.8370
N 2.4380 -1.6714 0.1949
C -1.1463 5.0915 0.9965
H -0.4248 -3.7900 2.6684
O 1.7925 1.3980 -1.8990
C -1.7374 -1.2753 0.2552
H -0.9456 -1.1346 3.1839
C 2.4410 1.6624 -3.1253
H -0.4311 -5.5439 2.8698
H 0.7059 -3.9057 -1.9741
N 0.4766 0.7778 0.4121
C -1.5196 2.7337 -2.6293
C -2.3120 4.0114 -0.8043
C -3.9344 -2.3735 0.1440
O 4.2701 -2.2295 1.5345
H 5.5133 2.3430 0.5891
H 1.0754 -4.6353 3.0612
C -3.0530 6.1611 0.0183
H -0.4878 -0.8428 -4.9345
N 0.6818 -6.0298 0.4516
C 1.9291 -1.5764 4.9334
N 0.8943 -1.5377 2.3837
C -2.0067 6.1700 0.9300
C 0.4031 -4.8398 1.0369
H -3.9915 5.0467 -1.5694
O -4.3660 1.2749 0.3241
C 0.0963 -1.3144 3.4226
H -0.5673 2.5175 -2.1487
H -5.6747 -1.1018 0.1685
H -2.0793 -3.3937 0.1442
C 1.7870 1.2997 0.4437
C -3.8369 0.0046 0.2665
H -1.4171 3.5985 -3.2929
H -4.5114 -3.2866 0.0773
N 0.3865 -3.8793 0.1473
H -6.0975 0.9933 -0.7759
H -5.9629 2.4824 0.1927
H 1.0836 -6.5926 -1.5855
H 3.8172 -1.9898 3.9366
H -3.7468 6.9877 -0.0302
H -0.3490 5.0769 1.7289
C 1.6129 -1.0486 -4.4710
N -1.8179 1.2114 0.3320
O 4.2423 -1.6160 -1.2866
H 4.3907 2.1403 -1.5732
H 3.5980 -1.2965 -3.6181
H -1.1717 -1.1066 -2.5331
C -4.5965 -1.1460 0.1909
C 2.7589 -1.7999 3.8448
C -2.5555 -2.4195 0.1814
H 2.7832 2.7000 -3.1748
C 3.1076 -1.9186 1.3425
C -0.1342 -1.1373 -2.8447
C 2.5328 -1.2404 -3.4510
N -0.3306 2.9622 0.2604
N 0.7497 -1.3281 -1.8737
C 4.4681 2.0690 0.5597
C 0.8496 -5.8056 -0.8958
H 2.3320 -1.5935 5.9363
C 2.0559 -1.3690 -2.1572
C -1.2811 3.9923 0.1471
C 3.8290 1.9577 -0.6720
C 3.0579 -1.5787 -1.0025
H -1.8404 1.8669 -3.2029
C 2.4484 1.4208 1.6571
C 0.1455 -4.6978 2.4941
C -2.4295 -0.0731 0.2856
C 2.1990 -1.7579 2.5780
*
```